Computed, not measured: a structure of composition C23H24CrO2PSe2, with ωB97M-V/def2-TZVPD.

Properties
total charge = -1
energy above the lowest of the compared OMol25 structures with the same formula, charge and spin = 0.161 eV
⟨S²⟩ = 6.034
frontier orbital gap (alpha / beta) = 6.48 / 6.99 eV
multiplicity = 5
maximum force = 0.46 eV/Å
lowest unoccupied orbital energy (alpha / beta) = 2.8 / 2.8 eV

Element x y z (Å)
Cr1 1.231 0.400 0.178
O1 5.391 3.426 2.374
C1 5.564 2.399 1.406
C2 4.205 1.760 1.064
C3 4.546 0.821 -0.096
O2 3.541 -0.142 -0.422
C4 3.235 2.895 0.663
Se1 2.010 2.584 -0.871
C5 3.780 0.976 2.325
Se2 1.878 0.526 2.621
H1 6.256 3.744 2.643
H2 6.234 1.620 1.792
H3 6.011 2.813 0.491
H4 5.448 0.253 0.160
H5 4.758 1.433 -0.977
H6 3.145 0.165 -1.253
H7 3.813 3.778 0.390
H8 2.619 3.160 1.519
H9 4.061 1.569 3.194
H10 4.352 0.045 2.361
C6 -5.422 1.824 -1.543
C7 -4.176 2.429 -1.638
C8 -3.054 1.792 -1.132
C9 -3.158 0.534 -0.537
C10 -4.412 -0.064 -0.441
C11 -5.536 0.579 -0.941
P1 -1.585 -0.211 0.039
C12 -2.174 -1.642 1.013
C13 -2.617 -1.388 2.311
C14 -3.061 -2.420 3.122
C15 -3.047 -3.727 2.653
C16 -2.585 -3.992 1.373
C17 -2.153 -2.957 0.554
C18 -0.867 -0.920 -1.473
C19 -1.583 -1.542 -2.495
C20 -0.893 -2.096 -3.560
C21 0.498 -2.026 -3.579
C22 1.191 -1.386 -2.562
C23 0.536 -0.785 -1.472
H11 -6.301 2.322 -1.933
H12 -4.080 3.404 -2.101
H13 -2.080 2.267 -1.193
H14 -4.509 -1.037 0.026
H15 -6.506 0.102 -0.861
H16 -2.600 -0.371 2.687
H17 -3.400 -2.207 4.129
H18 -3.381 -4.537 3.290
H19 -2.557 -5.012 1.007
H20 -1.783 -3.171 -0.440
H21 -2.668 -1.586 -2.457
H22 -1.428 -2.581 -4.368
H23 1.042 -2.467 -4.408
H24 2.275 -1.352 -2.633